The following is a DFT calculation (ωB97M-V/def2-TZVPD) of C22H47NOP2SiSn as an isolated structure.

Geometry (Å):
Sn 0.137 -0.124 -1.077
Si -0.382 -2.602 -2.053
P 2.770 -0.434 -1.046
P -2.608 -0.082 -1.053
H 0.899 0.347 -2.494
C 3.571 1.185 -0.894
H 4.660 1.021 -0.945
H 3.306 1.642 0.074
H 3.253 1.854 -1.708
C 3.415 -1.224 -2.547
H 4.508 -1.293 -2.440
H 3.164 -0.610 -3.424
H 2.982 -2.228 -2.673
C 3.304 -1.436 0.366
H 4.391 -1.307 0.469
H 3.072 -2.496 0.197
H 2.807 -1.103 1.288
C -3.201 1.625 -0.815
H -4.301 1.656 -0.799
H -2.827 2.269 -1.620
H -2.809 2.018 0.132
C -3.553 -0.607 -2.528
H -4.625 -0.439 -2.346
H -3.384 -1.669 -2.742
H -3.251 -0.021 -3.406
C -3.408 -0.975 0.325
H -4.471 -0.694 0.376
H -2.927 -0.702 1.274
H -3.331 -2.060 0.191
C -0.380 -2.743 -3.943
H 0.404 -2.125 -4.405
H -1.362 -2.469 -4.357
H -0.181 -3.802 -4.180
H 0.696 -3.506 -1.596
H -1.697 -3.107 -1.605
C 0.122 1.764 -2.904
O -0.482 1.961 -1.685
C 1.106 2.869 -3.262
H 1.602 2.680 -4.231
H 1.854 3.023 -2.483
H 0.519 3.796 -3.363
C -0.769 1.319 -4.055
H -1.734 1.847 -4.024
H -0.962 0.240 -4.049
H -0.292 1.545 -5.015
C -1.128 -3.270 3.450
C 0.001 -2.571 2.671
C -0.214 -2.740 1.178
C 0.226 -1.140 3.149
C 0.509 -1.009 4.488
C 0.659 0.215 5.131
C 0.526 1.379 4.353
C 0.303 1.323 2.998
C 0.169 2.641 2.223
C -1.117 3.376 2.596
C 1.382 3.557 2.444
C 0.192 0.048 2.285
N 0.073 0.082 0.974
H -2.088 -2.769 3.275
H -0.935 -3.271 4.524
H -1.225 -4.313 3.125
H 0.933 -3.114 2.929
H -1.109 -2.194 0.853
H 0.655 -2.349 0.638
H -0.335 -3.793 0.905
H 0.608 -1.920 5.099
H 0.859 0.277 6.194
H 0.608 2.349 4.847
H 0.122 2.355 1.167
H -1.106 3.656 3.661
H -1.233 4.293 2.001
H -1.993 2.737 2.421
H 2.310 3.034 2.198
H 1.307 4.448 1.808
H 1.433 3.883 3.490

Calculated values
- HOMO-LUMO gap: 4.54 eV
- LUMO: -0.0249 Ha
- F_max: 0.1125 hartree/bohr
- HOMO energy: -5.216 eV
- Charge: 0
- Energy above the lowest of the compared OMol25 structures with the same formula, charge and spin: 0.000 eV